Entry 1:
Below is 2 unconnected molecules or ions with the total composition C9H14O at a distorted geometry, with properties calculated with ωB97M-V/def2-TZVPD.

Last column: Mulliken spin population.
Positions of all 24 atoms, in Å:
C 1.335 -0.106 -2.248  -0.026
C -1.388 -2.112 -0.364  0.299
C -0.566 -2.759 0.554  0.027
C -0.829 -1.284 -1.312  0.368
C 0.529 -1.007 -1.303  0.113
C 0.837 -2.563 0.537  -0.016
C 1.299 -1.568 -0.286  0.839
H -2.447 -2.044 -0.212  -0.172
H -1.041 -3.597 1.021  -0.123
H -1.454 -0.904 -2.139  -0.078
H 1.418 -3.072 1.361  -0.128
H 1.258 -0.307 -3.306  -0.026
H 2.365 -0.038 -1.909  -0.065
H 2.336 -1.273 -0.276  -0.084
H 0.730 0.834 -2.263  0.002
C -0.565 2.929 0.926  0.372
C -0.027 1.635 1.465  -0.003
O -1.753 3.417 1.479  -0.243
H 0.129 3.762 0.796  0.020
H -0.798 2.834 -0.106  -0.003
H -0.722 1.055 2.082  -0.016
H -1.712 3.469 2.498  0.046
H 0.696 1.798 2.250  -0.221
H 0.374 0.899 0.754  0.117

Calculated values
Net charge: -1
Expectation value of S²: 0.755
HOMO (spin up / spin down) (eV): 1.26 / -4.66
Multiplicity: 2
Largest force on an atom (eV/A): 3.7
Relative energy (zero: lowest compared OMol25 entry of this formula, charge and spin) (kcal/mol): 36.3


Entry 2:
Below is 2 unconnected molecules or ions with the total composition C9H14O at a distorted geometry, with properties calculated with ωB97M-V/def2-TZVPD.

Last column: Mulliken charge in e.
Positions of all 24 atoms, in Å:
C -3.219 0.103 1.218  -1.360
C -2.068 -0.758 0.803  0.391
C -0.842 -0.658 1.442  -0.441
C 0.323 -1.155 0.870  -0.324
C 0.224 -1.867 -0.310  0.211
O 1.390 -2.232 -0.968  -0.522
C -1.015 -2.106 -0.903  -0.425
C -2.154 -1.584 -0.316  -0.462
H -3.758 -0.240 2.106  0.292
H -3.964 0.237 0.442  0.369
H -2.863 1.102 1.447  0.354
H -0.759 -0.070 2.346  0.366
H 1.289 -0.960 1.301  0.469
H 1.442 -3.199 -1.092  0.331
H -1.043 -2.789 -1.745  0.347
H -3.108 -1.847 -0.730  0.400
C 2.056 2.093 -1.334  -0.628
C 2.937 2.463 -0.137  -0.860
H 1.459 1.223 -1.068  0.089
H 1.506 2.943 -1.707  0.297
H 2.651 1.590 -2.111  0.268
H 3.643 1.670 0.115  0.270
H 2.332 2.702 0.727  0.252
H 3.540 3.338 -0.395  0.316

Calculated values
Net charge: 0
HOMO (eV): -8.64
Largest force on an atom (eV/A): 1.8
Relative energy (zero: lowest compared OMol25 entry of this formula, charge and spin) (kcal/mol): 11.7
Structure (SMILES): Cc1ccc(O)cc1.CC


Entry 3:
Below is 2 unconnected molecules or ions with the total composition C9H14O at a distorted geometry, with properties calculated with ωB97M-V/def2-TZVPD.

Last column: Mulliken charge in e.
Positions of all 24 atoms, in Å:
C -2.178 -0.008 0.935  -1.052
C -1.250 1.115 0.689  0.937
C -0.008 0.990 1.365  -0.453
C 0.936 2.012 1.284  -0.651
C 0.809 3.004 0.297  -0.436
C -0.481 3.231 -0.263  -0.429
C -1.464 2.211 -0.212  -0.641
H -3.262 0.334 0.649  0.352
H -2.076 -0.434 1.943  0.341
H -1.867 -0.844 0.175  0.073
H 0.190 0.122 1.927  0.389
H 1.859 1.944 1.858  0.330
H 1.524 3.735 -0.051  0.361
H -0.661 4.146 -0.757  0.395
H -2.299 2.280 -0.795  0.474
C 1.603 -3.217 -1.607  -0.960
C 1.081 -2.028 -0.735  -0.174
O 0.321 -2.423 0.343  -0.481
H 0.786 -3.982 -1.858  0.312
H 2.281 -3.852 -0.921  0.252
H 2.117 -2.702 -2.469  0.300
H 2.000 -1.375 -0.392  0.252
H 0.438 -1.283 -1.362  0.208
H -0.399 -2.978 -0.043  0.300

Calculated values
Net charge: 0
HOMO (eV): -8.52
Largest force on an atom (eV/A): 4.5
Relative energy (zero: lowest compared OMol25 entry of this formula, charge and spin) (kcal/mol): 42.0
Structure (SMILES): Cc1ccccc1.CCO


Entry 4:
Below is 2 unconnected molecules or ions with the total composition C9H14O at a distorted geometry, with properties calculated with ωB97M-V/def2-TZVPD.

Last column: Mulliken charge in e.
Positions of all 24 atoms, in Å:
C -0.173 0.072 3.268  -1.325
C -0.641 -0.506 1.949  0.227
C -0.684 0.230 0.764  -0.190
C -1.258 -0.242 -0.397  -0.577
C -1.881 -1.499 -0.405  0.912
O -2.507 -1.840 -1.566  -0.528
C -1.839 -2.270 0.737  -0.769
C -1.238 -1.751 1.889  -0.329
H 0.587 0.834 3.090  0.354
H 0.374 -0.711 3.775  0.364
H -1.016 0.443 3.841  0.281
H -0.174 1.179 0.609  0.301
H -1.164 0.241 -1.358  0.369
H -2.930 -2.702 -1.510  0.295
H -2.302 -3.241 0.785  0.288
H -1.198 -2.458 2.714  0.316
C 2.012 2.211 -1.660  -0.703
C 2.456 1.396 -2.894  -0.873
H 2.104 1.572 -0.790  0.158
H 2.635 3.066 -1.547  0.407
H 0.963 2.495 -1.743  0.203
H 3.130 1.934 -3.565  0.294
H 3.124 0.591 -2.568  0.261
H 1.619 0.954 -3.419  0.262

Calculated values
Net charge: 0
HOMO (eV): -8.40
Largest force on an atom (eV/A): 1.4
Relative energy (zero: lowest compared OMol25 entry of this formula, charge and spin) (kcal/mol): 10.7
Structure (SMILES): Cc1ccc(O)cc1.CC


Entry 5:
Below is 2 unconnected molecules or ions with the total composition C9H14O at a distorted geometry, with properties calculated with ωB97M-V/def2-TZVPD.

Last column: Mulliken charge in e.
Positions of all 24 atoms, in Å:
C -0.761 2.309 1.373  -1.680
C -0.829 0.831 1.202  0.807
C -2.046 0.325 0.843  -0.352
C -2.144 -1.047 0.551  -0.580
C -1.019 -1.799 0.704  0.692
O -0.917 -3.034 0.117  -0.557
C 0.242 -1.295 1.210  -0.611
C 0.361 0.064 1.353  -0.607
H -1.028 2.827 0.467  0.365
H 0.141 2.911 1.554  0.364
H -1.480 2.627 2.144  0.349
H -2.820 1.107 0.673  0.341
H -2.921 -1.540 -0.036  0.354
H -0.297 -3.625 0.545  0.311
H 1.036 -1.955 1.457  0.348
H 1.343 0.441 1.541  0.422
C 2.294 0.504 -2.023  -0.934
C 0.958 -0.292 -1.875  -0.502
H 2.007 1.545 -2.133  0.239
H 2.921 0.415 -1.150  0.273
H 2.847 0.238 -2.919  0.326
H 0.862 -0.900 -2.794  0.404
H 1.141 -1.041 -1.096  0.042
H 0.109 0.384 -1.709  0.185

Calculated values
Net charge: 0
HOMO (eV): -8.27
Largest force on an atom (eV/A): 3.2
Relative energy (zero: lowest compared OMol25 entry of this formula, charge and spin) (kcal/mol): 30.2
Structure (SMILES): Cc1ccc(O)cc1.CC


Entry 6:
Below is 2 unconnected molecules or ions with the total composition C9H14O at a distorted geometry, with properties calculated with ωB97M-V/def2-TZVPD.

Last column: Mulliken charge in e.
Positions of all 24 atoms, in Å:
C 0.374 -2.286 0.388  -1.645
C -0.403 -1.168 -0.247  0.431
C -0.094 -0.771 -1.544  -0.608
C -0.623 0.395 -2.077  -0.536
C -1.472 1.147 -1.285  0.962
O -1.945 2.368 -1.706  -0.533
C -1.909 0.713 -0.052  -0.661
C -1.336 -0.442 0.475  -0.269
H 0.498 -2.229 1.463  0.387
H 1.379 -2.330 -0.016  0.390
H -0.032 -3.288 0.193  0.375
H 0.584 -1.399 -2.100  0.392
H -0.496 0.695 -3.112  0.285
H -1.557 2.567 -2.571  0.279
H -2.626 1.293 0.501  0.405
H -1.662 -0.794 1.442  0.367
C 2.135 -0.023 2.717  -0.100
C 3.524 0.185 2.019  -0.872
H 2.362 -0.457 3.678  0.306
H 1.647 0.944 2.790  0.278
H 1.634 -0.741 2.087  -0.430
H 3.685 1.229 1.767  0.248
H 4.310 -0.073 2.726  0.270
H 3.689 -0.431 1.133  0.278

Calculated values
Net charge: 0
HOMO (eV): -8.40
Largest force on an atom (eV/A): 2.1
Relative energy (zero: lowest compared OMol25 entry of this formula, charge and spin) (kcal/mol): 11.4
Structure (SMILES): Cc1ccc(O)cc1.CC


Entry 7:
Below is 2 unconnected molecules or ions with the total composition C9H14O at a distorted geometry, with properties calculated with ωB97M-V/def2-TZVPD.

Last column: Mulliken charge in e.
Positions of all 24 atoms, in Å:
C 0.057 -2.667 2.579  -1.260
C -0.465 -1.589 1.685  0.726
C -1.381 -1.724 0.581  -0.476
C -2.009 -0.685 -0.010  -0.469
C -1.621 0.678 0.385  0.600
O -2.120 1.662 -0.382  -0.526
C -0.843 0.787 1.507  -0.270
C -0.175 -0.297 2.145  -0.549
H 0.366 -2.289 3.594  0.301
H 0.942 -3.198 2.209  0.275
H -0.620 -3.516 2.665  0.347
H -1.515 -2.798 0.222  0.243
H -2.525 -0.846 -0.953  0.338
H -1.645 2.458 -0.076  0.312
H -0.705 1.866 1.851  0.154
H 0.396 -0.034 3.052  0.238
C 1.192 1.302 -2.156  -0.757
C 2.342 1.716 -3.051  -0.940
H 0.193 1.642 -2.364  0.338
H 0.983 0.261 -2.377  0.306
H 1.323 1.609 -1.082  0.245
H 2.029 1.690 -4.164  0.265
H 2.498 2.810 -2.991  0.290
H 3.300 1.163 -2.872  0.267

Calculated values
Net charge: 0
HOMO (eV): -8.22
Largest force on an atom (eV/A): 4.5
Relative energy (zero: lowest compared OMol25 entry of this formula, charge and spin) (kcal/mol): 30.9
Structure (SMILES): Cc1ccc(O)cc1.CC


Entry 8:
Below is 2 unconnected molecules or ions with the total composition C9H14O at a distorted geometry, with properties calculated with ωB97M-V/def2-TZVPD.

Last column: Mulliken charge in e.
Positions of all 24 atoms, in Å:
C -0.115 2.544 -2.461  -1.341
C -0.508 1.375 -1.691  0.923
C -1.468 1.518 -0.771  -0.564
C -2.063 0.343 -0.091  -0.892
C -1.431 -0.866 -0.187  0.465
O -1.348 -1.818 0.768  -0.607
C -0.386 -0.959 -1.171  -0.378
C 0.076 0.102 -1.898  -0.977
H -0.312 2.526 -3.490  0.322
H 0.958 2.887 -2.256  0.279
H -0.651 3.436 -2.034  0.350
H -1.573 2.457 -0.387  0.350
H -2.890 0.368 0.546  0.444
H -0.675 -2.463 0.449  0.355
H -0.122 -2.013 -1.422  0.492
H 0.801 0.154 -2.509  0.733
C 1.261 -0.632 2.787  -0.722
C 1.756 -1.630 1.738  -0.656
H 1.049 0.429 2.444  0.243
H 0.302 -1.077 3.320  0.194
H 1.920 -0.688 3.759  0.298
H 1.530 -2.608 2.388  0.168
H 2.684 -1.671 1.432  0.476
H 1.204 -1.717 0.737  0.045

Calculated values
Net charge: 0
HOMO (eV): -8.31
Largest force on an atom (eV/A): 7.2
Relative energy (zero: lowest compared OMol25 entry of this formula, charge and spin) (kcal/mol): 75.2
Structure (SMILES): Cc1ccc(O)cc1.CC


Entry 9:
Below is 2 unconnected molecules or ions with the total composition C9H14O at a distorted geometry, with properties calculated with ωB97M-V/def2-TZVPD.

Last column: Mulliken charge in e.
Positions of all 24 atoms, in Å:
C -0.238 -3.500 0.601  -1.398
C 0.499 -2.181 0.380  0.694
C 1.284 -2.039 -0.758  -0.473
C 1.794 -0.783 -1.068  -0.524
C 1.579 0.255 -0.186  0.475
O 1.678 1.511 -0.746  -0.554
C 1.012 0.030 1.085  -0.754
C 0.279 -1.143 1.265  -0.449
H -0.808 -3.825 -0.270  0.354
H -1.113 -3.346 1.254  0.353
H 0.422 -4.248 1.019  0.297
H 1.291 -2.858 -1.467  0.361
H 2.326 -0.631 -1.991  0.428
H 1.226 2.190 -0.237  0.258
H 1.014 0.923 1.698  0.524
H -0.374 -1.315 2.108  0.374
C -1.898 2.517 -1.002  -0.920
C -1.112 2.709 0.331  -0.636
H -2.884 2.157 -0.720  0.313
H -1.841 3.496 -1.503  0.306
H -1.398 1.892 -1.740  0.263
H -1.455 3.259 1.204  0.405
H -1.088 1.637 0.542  0.066
H -0.195 3.294 0.201  0.237

Calculated values
Net charge: 0
HOMO (eV): -8.21
Largest force on an atom (eV/A): 2.6
Relative energy (zero: lowest compared OMol25 entry of this formula, charge and spin) (kcal/mol): 34.6
Structure (SMILES): Cc1ccc(O)cc1.CC


Entry 10:
Below is 2 unconnected molecules or ions with the total composition C9H14O at a distorted geometry, with properties calculated with ωB97M-V/def2-TZVPD.

Last column: Mulliken charge in e.
Positions of all 24 atoms, in Å:
C -1.894 1.748 0.651  -1.195
C -0.526 1.286 1.077  0.386
C -0.344 1.006 2.439  -0.648
C 0.606 0.114 2.906  -0.524
C 1.521 -0.375 1.965  0.828
O 2.467 -1.223 2.447  -0.525
C 1.525 0.158 0.688  -0.686
C 0.444 0.851 0.174  -0.444
H -2.739 1.765 1.328  0.371
H -1.820 2.715 0.133  0.318
H -2.217 1.114 -0.192  0.225
H -1.142 1.316 3.105  0.296
H 0.622 -0.179 3.945  0.415
H 3.100 -1.532 1.801  0.297
H 2.404 -0.059 0.081  0.271
H 0.288 1.165 -0.849  0.606
C 0.278 -0.821 -3.023  -0.584
C -0.911 -1.631 -2.500  -0.788
H 0.973 -1.483 -3.544  0.324
H 0.072 0.086 -3.578  0.296
H 0.912 -0.564 -2.163  -0.036
H -1.155 -2.499 -3.101  0.323
H -1.750 -0.962 -2.306  0.213
H -0.713 -1.996 -1.484  0.263

Calculated values
Net charge: 0
HOMO (eV): -8.25
Largest force on an atom (eV/A): 2.5
Relative energy (zero: lowest compared OMol25 entry of this formula, charge and spin) (kcal/mol): 19.9
Structure (SMILES): Cc1ccc(O)cc1.CC